{"formula": "C41H20N13OPd", "method": "ωB97M-V/def2-TZVPD", "multiplicity": 1, "gap_ev": [5.34, 5.34], "total_charge": 1, "elements": ["Pd", "C", "C", "C", "C", "C", "N", "C", "C", "C", "C", "C", "C", "C", "C", "N", "C", "N", "C", "N", "C", "N", "C", "N", "C", "N", "C", "C", "C", "C", "C", "C", "C", "C", "C", "C", "C", "C", "C", "C", "N", "H", "H", "H", "H", "H", "H", "H", "H", "H", "H", "H", "H", "H", "H", "H", "H", "N", "C", "C", "C", "C", "C", "N", "C", "H", "H", "H", "H", "O", "N", "C", "C", "N", "C", "N"], "coordinates": [[-0.48018, -0.24909, -0.47841], [3.37181, -3.05686, -4.90323], [3.53884, -1.76321, -5.39251], [2.90729, -0.68315, -4.78350], [2.12186, -0.95044, -3.67449], [1.42773, -0.03694, -2.74718], [1.35067, 1.27893, -2.96826], [0.71316, 2.04795, -2.12111], [0.68088, 3.51038, -2.29217], [1.24464, 4.33286, -3.24352], [1.01088, 5.70042, -3.10683], [0.24443, 6.20143, -2.05872], [-0.32113, 5.35686, -1.10393], [-0.08307, 4.00868, -1.25207], [-0.51140, 2.83663, -0.46667], [-1.25444, 2.95922, 0.58040], [-1.75777, 1.93903, 1.30242], [-1.78406, 0.62110, 1.09600], [-2.56470, 0.09499, 2.18982], [-2.91559, -1.10498, 2.42171], [-2.54224, -2.04492, 1.50315], [-1.56359, -2.99677, 1.92245], [-0.70037, -2.29570, -0.77246], [0.14547, -2.92163, -1.50434], [1.24358, -2.11842, -1.86662], [0.94801, -0.71589, -1.72588], [1.93701, -2.23856, -3.20611], [2.56130, -3.31612, -3.80290], [-1.87911, -3.22661, -0.30582], [-2.35617, -4.11109, -1.39893], [-3.42835, -3.71267, -2.08956], [-4.19937, -2.52612, -1.73220], [-3.96099, -1.84192, -0.59921], [-2.90001, -2.31564, 0.24383], [-2.96034, 1.18347, 3.09084], [-3.67899, 1.18706, 4.26835], [-3.87592, 2.42597, 4.87037], [-3.37520, 3.59814, 4.30356], [-2.65694, 3.57559, 3.11305], [-2.46350, 2.33725, 2.53229], [-0.00316, 1.69645, -1.01322], [3.87840, -3.87297, -5.40134], [4.17298, -1.60421, -6.25386], [3.03324, 0.33004, -5.14124], [1.83606, 3.93484, -4.05649], [1.43124, 6.38726, -3.82913], [0.08399, 7.26875, -1.98595], [-0.91936, 5.73804, -0.28805], [2.40987, -4.32473, -3.44017], [-1.77083, -4.97607, -1.67422], [-3.75138, -4.28734, -2.94738], [-5.01800, -2.23458, -2.37647], [-4.58447, -1.01718, -0.28273], [-4.06315, 0.27292, 4.69946], [-4.42930, 2.48454, 5.79817], [-3.55198, 4.54127, 4.80303], [-2.26727, 4.47687, 2.66149], [4.10260, -6.97150, -0.64623], [3.99709, -5.82906, -0.67090], [3.88370, -4.39874, -0.71441], [4.99489, -3.58220, -0.88873], [4.79555, -2.20299, -0.89047], [3.52743, -1.70374, -0.90409], [2.45727, -2.52906, -0.92300], [2.61437, -3.84277, -0.76618], [5.95967, -4.01370, -1.11621], [5.62197, -1.51069, -0.96450], [3.32112, -0.64619, -0.97299], [1.72440, -4.45335, -0.82440], [-1.05101, -3.07018, 3.01556], [-1.24890, -3.80229, 0.91490], [-0.19525, -4.69282, 1.03827], [-0.25539, -5.91525, 0.34931], [-0.30618, -6.89167, -0.26613], [0.98491, -4.18621, 1.62264], [1.94291, -3.68990, 2.04066]], "forces_ev_per_angstrom": [[0.100, 0.015, 0.024], [-0.078, -0.033, -0.118], [-0.072, 0.121, 0.082], [0.037, -0.040, -0.017], [-0.019, 0.159, -0.043], [-0.034, 0.064, -0.104], [0.010, -0.053, 0.031], [-0.037, -0.055, 0.069], [0.055, -0.008, -0.074], [-0.004, 0.012, 0.008], [0.000, -0.005, -0.003], [-0.006, 0.015, 0.008], [0.006, -0.001, -0.014], [-0.002, -0.028, -0.004], [-0.061, 0.130, 0.070], [-0.018, -0.106, 0.001], [-0.077, 0.109, 0.075], [-0.013, -0.006, -0.066], [-0.076, -0.291, 0.063], [0.052, 0.186, -0.080], [0.178, -0.100, 0.195], [-0.111, -0.046, -0.321], [-0.139, -0.098, -0.109], [-0.138, 0.163, 0.029], [0.429, -0.243, 0.600], [0.118, -0.008, -0.074], [-0.068, -0.051, -0.162], [-0.207, 0.015, -0.034], [0.220, 0.156, 0.007], [0.043, -0.015, 0.053], [-0.068, 0.024, -0.049], [0.006, -0.064, -0.065], [0.096, -0.029, 0.120], [-0.242, 0.092, -0.269], [0.026, -0.002, 0.009], [0.001, -0.008, -0.014], [-0.004, 0.019, 0.008], [-0.011, -0.004, 0.014], [-0.001, -0.010, -0.003], [0.044, 0.028, -0.044], [0.021, 0.017, -0.043], [-0.037, -0.032, 0.019], [-0.007, 0.031, 0.002], [0.003, -0.016, 0.004], [-0.003, -0.004, 0.006], [-0.005, 0.001, 0.006], [0.004, -0.003, -0.003], [0.001, -0.002, -0.001], [0.066, -0.040, -0.038], [-0.009, -0.011, 0.005], [0.004, -0.003, 0.007], [0.009, -0.001, -0.004], [0.016, 0.004, 0.016], [0.004, 0.000, -0.005], [0.004, 0.001, -0.005], [0.000, -0.003, -0.002], [0.001, -0.004, 0.000], [-0.006, 0.031, -0.023], [0.089, -0.052, 0.086], [0.145, -0.104, -0.110], [-0.404, 0.069, -0.136], [0.435, -0.024, 0.060], [-0.381, 0.023, 0.145], [0.027, 0.100, -0.571], [0.044, -0.015, 0.034], [0.098, -0.004, 0.384], [0.043, -0.066, 0.052], [-0.045, -0.002, -0.076], [-0.031, 0.014, -0.014], [0.072, 0.100, 0.248], [-0.170, -0.208, 0.190], [0.118, 0.440, 0.084], [-0.033, -0.082, -0.082], [0.034, 0.040, 0.003], [-0.073, -0.129, 0.009], [0.031, -0.068, -0.045]], "mulliken_charge": [0.589, -0.938, -0.707, -0.312, 0.434, -0.181, -0.627, -0.412, 0.525, -0.146, -0.686, -0.681, -0.051, -0.087, 0.034, -0.479, 0.159, -0.038, -0.273, -0.587, -0.347, 0.809, -1.524, -0.205, 1.632, -0.666, -0.001, -0.297, 3.181, -1.109, -0.702, -0.745, -1.033, 0.684, -0.099, -0.407, -0.644, -0.683, -0.013, 0.344, -0.237, 0.459, 0.434, 0.597, 0.598, 0.415, 0.418, 0.561, 0.628, 0.399, 0.464, 0.450, 0.552, 0.577, 0.426, 0.420, 0.567, -0.446, -0.243, 0.316, -0.492, -0.741, -0.297, 0.663, -1.217, 0.531, 0.480, 0.465, 1.292, -0.692, 0.253, 0.383, 0.274, -0.647, 0.343, -0.664]}